1.
{"formula": "C39H54N2O2P2Rh", "method": "the ωB97M-V functional and the def2-TZVPD basis", "homo_ha": [-0.365, -0.367], "lumo_ev": [-3.04, -5.53], "spin_multiplicity": 5, "s2": 6.0164, "charge": 1, "symbols": ["Rh", "C", "C", "C", "C", "C", "C", "H", "H", "H", "C", "H", "H", "H", "C", "H", "H", "H", "C", "H", "H", "H", "C", "H", "H", "H", "C", "C", "C", "C", "C", "C", "C", "C", "H", "H", "H", "H", "H", "H", "H", "H", "H", "H", "H", "H", "P", "P", "C", "C", "H", "H", "H", "H", "C", "H", "H", "H", "C", "H", "H", "H", "C", "H", "H", "H", "C", "H", "H", "H", "O", "C", "N", "C", "C", "O", "N", "C", "C", "C", "C", "C", "C", "C", "C", "C", "C", "C", "C", "H", "H", "H", "H", "H", "H", "H", "H", "H", "H", "H"], "positions_angstrom": [[-3.31498, 1.12796, -1.41961], [0.16920, 3.33178, -1.22638], [-0.80721, 3.51097, -0.18649], [1.12712, 2.70746, 0.77538], [1.37429, 2.92395, -0.60325], [-0.25538, 3.00303, 1.03511], [0.01793, 3.71508, -2.65043], [-1.00743, 3.97814, -2.92918], [0.33307, 2.90943, -3.33619], [0.63720, 4.59042, -2.87164], [2.64296, 2.61722, -1.28927], [2.47057, 2.46742, -2.36530], [3.04635, 1.69758, -0.84267], [3.39483, 3.41055, -1.15574], [2.14633, 2.27407, 1.75126], [2.69849, 3.11273, 2.21542], [2.86330, 1.61451, 1.23673], [1.66271, 1.69677, 2.54748], [-0.87008, 3.15414, 2.36454], [-0.61561, 4.13517, 2.76548], [-0.52941, 2.43203, 3.12211], [-1.95533, 3.07478, 2.35800], [-2.02665, 4.24329, -0.34542], [-1.76166, 5.25430, -0.07440], [-2.78656, 3.87781, 0.33619], [-2.38798, 4.23220, -1.37721], [-4.49714, -0.18028, -2.86123], [-4.61471, 1.11937, -3.35912], [-5.71041, 2.03924, -3.01933], [-5.90075, 2.29612, -1.48849], [-4.72468, 2.01597, -0.57269], [-4.53251, 0.61681, -0.01649], [-5.31412, -0.58564, -0.48506], [-5.57273, -0.78654, -2.00743], [-6.65763, 1.68393, -3.45868], [-6.84936, 1.83654, -1.15708], [-5.54438, 3.01183, -3.49974], [-6.57186, -0.39428, -2.29666], [-3.87520, -0.91252, -3.36959], [-4.01794, 1.42228, -4.20017], [-5.60154, -1.87886, -2.20942], [-4.85985, -1.53086, -0.13896], [-4.46762, 0.55925, 1.06609], [-6.29318, -0.62696, 0.02266], [-6.01099, 3.37330, -1.36693], [-4.64250, 2.81331, 0.17916], [-1.01110, -0.01065, -1.94422], [-1.72686, -0.12793, 1.18949], [-1.66484, -1.63921, -1.30346], [-2.12099, -1.66598, 0.20679], [-0.85586, -2.39407, -1.39900], [-2.51571, -1.88087, -1.96155], [-3.20080, -1.78390, 0.26183], [-1.67751, -2.56792, 0.65481], [-0.09184, -0.49665, 1.87434], [0.10639, 0.17210, 2.72147], [0.64234, -0.35155, 1.07560], [-0.11142, -1.55073, 2.16821], [-2.60833, 0.06125, 2.78966], [-2.93361, -0.89899, 3.21602], [-3.47998, 0.72277, 2.69476], [-1.95184, 0.57239, 3.51918], [0.75560, -0.19250, -2.12048], [1.17511, 0.52921, -1.43615], [1.15281, -0.01844, -3.10574], [1.05700, -1.17217, -1.72079], [-1.53833, 0.43943, -3.66187], [-2.50806, 0.89305, -3.50247], [-1.69273, -0.39827, -4.35615], [-1.01214, 1.25908, -4.10896], [0.50300, -3.64168, -0.26490], [1.53227, -3.06408, 0.08135], [2.54804, -3.65191, 0.85251], [3.62429, -2.69662, 1.06377], [3.11081, -1.46892, 0.29855], [3.72854, -0.40633, 0.19407], [1.87304, -1.74352, -0.15960], [3.69916, -2.30846, 2.53399], [4.69048, -1.42888, 2.97419], [4.68677, -0.98215, 4.29751], [3.67012, -1.38056, 5.16537], [2.66664, -2.25201, 4.72293], [2.68923, -2.72939, 3.40515], [4.90349, -3.22870, 0.45695], [5.94531, -3.73473, 1.24329], [7.02518, -4.38275, 0.63343], [7.06087, -4.50654, -0.75354], [6.02969, -3.99521, -1.53959], [4.96786, -3.33047, -0.92995], [2.72548, -4.61623, 0.62634], [5.46959, -1.10629, 2.28595], [5.46725, -0.30976, 4.64016], [3.63734, -1.01039, 6.18906], [1.84254, -2.56829, 5.36916], [1.93971, -3.45145, 3.05327], [5.89129, -3.65850, 2.33044], [7.81971, -4.78373, 1.26520], [7.87094, -5.03794, -1.22846], [6.02638, -4.09487, -2.62140], [4.16072, -2.91389, -1.53184]]}

=====

2.
{"formula": "C5H11N2O", "method": "the ωB97M-V functional and the def2-TZVPD basis", "homo_ha": [-0.393, -0.500], "lumo_ev": [-2.97, -7.67], "de_lowest_kj_mol": 441.3, "spin_multiplicity": 3, "s2": 2.0081, "charge": 1, "symbols": ["C", "C", "C", "C", "C", "N", "N", "O", "H", "H", "H", "H", "H", "H", "H", "H", "H", "H", "H"], "positions_angstrom": [[1.17707, 0.84203, -0.68162], [1.88510, -0.16471, 0.13623], [-0.23325, 0.85961, -0.24254], [-0.78150, -0.51591, -0.25663], [-2.27007, -0.81523, -0.27975], [1.22667, -1.46785, 0.31872], [-0.54877, 1.04693, 1.15636], [-0.10195, -1.59224, 0.05616], [1.67489, 1.86411, -0.59145], [1.27557, 0.52849, -1.75583], [2.95866, -0.27359, -0.20497], [1.98711, 0.16805, 1.18430], [-1.04739, 1.48858, -0.84769], [-2.59637, -0.18976, -1.23051], [-2.71619, -0.45151, 0.56995], [-2.48572, -1.89654, -0.48916], [1.76265, -2.22287, 0.04809], [0.27323, 1.40971, 1.64613], [-1.43976, 1.38270, 1.46422]]}

=====

3.
{"formula": "C18H10AsCl2F11N5O4TeTi", "method": "the ωB97M-V functional and the def2-TZVPD basis", "homo_ha": -0.467, "lumo_ev": -6.28, "de_lowest_kj_mol": 120.1, "charge": 1, "symbols": ["Ti", "Cl", "C", "C", "C", "N", "C", "O", "C", "C", "C", "C", "C", "N", "C", "C", "C", "Cl", "N", "C", "O", "C", "C", "C", "C", "C", "N", "H", "H", "H", "H", "H", "H", "H", "H", "H", "H", "F", "Te", "F", "F", "F", "F", "O", "O", "N", "F", "As", "F", "F", "F", "F", "F"], "positions_angstrom": [[-0.39896, 0.48521, 0.30680], [-3.38447, 4.65146, -4.35888], [-3.09059, 3.38257, -3.27648], [-2.17901, 3.54393, -2.29649], [-1.89661, 2.45046, -1.42130], [-0.99552, 2.39837, -0.49886], [-0.24515, 3.51193, -0.01773], [0.04012, 4.48424, -0.65279], [0.08712, 3.28437, 1.41784], [0.65693, 4.28308, 2.17699], [0.87778, 4.02829, 3.52481], [0.52036, 2.79561, 4.03953], [-0.00684, 1.83193, 3.19246], [-0.22260, 2.06932, 1.90103], [-2.73476, 1.19368, -1.52851], [-3.66052, 1.07918, -2.61676], [-3.82480, 2.11350, -3.45856], [-4.89545, 1.97071, -4.76654], [-2.51466, 0.33012, -0.59352], [-3.24428, -0.87854, -0.50140], [-4.41861, -0.96454, -0.72376], [-2.45821, -2.11009, -0.12639], [-2.73418, -3.29416, -0.77048], [-1.93591, -4.40499, -0.53015], [-0.88223, -4.30786, 0.36171], [-0.65866, -3.11320, 1.01616], [-1.44693, -2.06575, 0.76486], [-1.60865, 4.45476, -2.21117], [0.90502, 5.22773, 1.71468], [1.32062, 4.78331, 4.15978], [0.66935, 2.55876, 5.08307], [-0.23891, 0.83729, 3.54398], [-4.21189, 0.16387, -2.75577], [-3.54647, -3.32306, -1.48170], [-2.13111, -5.33197, -1.05059], [-0.23059, -5.14502, 0.56260], [0.13229, -2.93965, 1.72976], [3.82592, -0.73978, -0.88126], [2.92590, -0.07100, 0.57844], [4.01443, 1.38913, 0.31866], [2.45966, 0.71442, 2.20732], [4.07341, -1.04355, 1.63159], [1.94582, -1.65163, 0.39127], [1.39650, 0.80356, -0.07099], [0.03796, -0.61690, 1.74542], [-1.28496, -0.83123, 1.48160], [-0.39550, -0.72731, -1.27271], [0.01974, -0.85821, -3.17098], [-1.68578, -1.14997, -3.31128], [0.32747, -0.96427, -4.82304], [0.24811, -2.51302, -2.80982], [1.60503, -0.46946, -2.69694], [-0.36421, 0.84151, -3.17056]]}

=====

4.
{"formula": "C14H11ClNO3P", "method": "the ωB97M-V functional and the def2-TZVPD basis", "homo_ha": -0.335, "lumo_ev": -1.95, "charge": 0, "symbols": ["O", "C", "N", "C", "O", "C", "C", "C", "C", "C", "C", "P", "O", "Cl", "H", "H", "H", "H", "H", "C", "C", "C", "C", "C", "C", "H", "H", "H", "H", "H", "H"], "positions_angstrom": [[5.17095, -1.29002, -1.89598], [3.94298, -0.74139, -2.09233], [3.75981, 0.78097, -2.26985], [2.29037, 1.18405, -2.37339], [1.75179, 2.40700, -2.46712], [1.43266, -0.21375, -2.39781], [2.47548, -1.46359, -2.20487], [2.00284, -3.03269, -2.16053], [0.36383, -3.32783, -2.30543], [-0.69765, -2.04931, -2.49302], [-0.18866, -0.49197, -2.53515], [-1.30660, 1.06099, -2.70887], [-2.99534, 0.60660, -2.78255], [-1.07498, 2.07095, -0.80614], [4.29544, 0.98262, -3.16644], [2.80536, -3.88252, -2.00065], [-0.03528, -4.45013, -2.24826], [-1.85414, -2.28288, -2.56029], [-3.17991, -0.00493, -3.55951], [-1.59535, 0.94943, 5.12834], [-1.17241, 2.18159, 4.63062], [-1.16124, 2.41240, 3.25535], [-1.56926, 1.40867, 2.37655], [-1.98339, 0.17328, 2.87379], [-1.99815, -0.05631, 4.24928], [-1.61031, 0.77221, 6.20029], [-0.85199, 2.96298, 5.31519], [-0.83480, 3.37397, 2.86800], [-1.56313, 1.58905, 1.30519], [-2.29577, -0.61117, 2.18881], [-2.32313, -1.01828, 4.63673]]}

=====

5.
{"formula": "HNO2", "method": "the ωB97M-V functional and the def2-TZVPD basis", "homo_ha": -0.379, "lumo_ev": 0.10, "de_lowest_kj_mol": 84.6, "charge": 0, "symbols": ["O", "N", "O", "H"], "positions_angstrom": [[1.51585, -0.27336, -0.04530], [0.41546, 0.32357, -0.15504], [-0.63873, -0.36608, -0.12795], [-1.29258, 0.31588, 0.32830]]}

=====

6.
{"formula": "C4H5NO", "method": "the ωB97M-V functional and the def2-TZVPD basis", "homo_ha": [-0.319, -0.318], "lumo_ev": [-0.73, -0.73], "de_lowest_kj_mol": 426.1, "charge": 0, "symbols": ["O", "C", "C", "C", "N", "C", "H", "H", "H", "H", "H"], "positions_angstrom": [[1.23611, 0.13526, 1.76745], [0.60842, 0.11701, 0.74174], [0.84402, -0.74986, -0.50921], [-0.23042, -0.27714, -1.46218], [-1.34233, 0.02629, -0.57342], [-0.60665, 0.94545, 0.34383], [1.86993, -0.69762, -0.88267], [0.62000, -1.81164, -0.30693], [-0.24450, 1.78662, -0.26838], [-1.51845, -0.80980, 0.00541], [-1.23612, 1.33545, 1.14434]]}

=====

Number 1: E -2571.26427 hartree, strongest force on any atom 7.0 eV/Å. Number 2: E -381.37146 hartree, strongest force on any atom 6.7 eV/Å. Number 3: E -6638.81160 hartree, strongest force on any atom 1.0 eV/Å. Number 4: E -1621.77043 hartree, strongest force on any atom 9.3 eV/Å. Number 5: E -205.71088 hartree, strongest force on any atom 8.0 eV/Å. Number 6: E -285.25231 hartree, strongest force on any atom 0.6 eV/Å.